Entry 1:
ORCA calculation (wB97M-V/def2-TZVPD) on a 9-piece molecular cluster, C23H47N9O5 overall in a non-equilibrium geometry.

Values from the calculation:
Relative energy (zero: lowest compared OMol25 entry of this formula, charge and spin) = 24.96 kcal/mol
Frontier orbital gap = 0.3398 Eh
E_LUMO = 0.17 eV
Structure (SMILES) = CN(C)C=O.CN(C)C=O.CN(C)C=O.CN(C)C=O.CN(C)C=O.CC#N.CC#N.CC#N.CC#N

Geometry as ORCA input:
```
! RIJCOSX wB97M-V def2-TZVPD def2/J DEFGRID3
* xyz 0 1
C 15.4641 14.8852 6.4639
C 19.3609 14.1997 9.9154
H 10.4681 16.6370 8.1513
C 11.4794 13.9882 11.9242
H 15.5604 15.4581 5.5335
H 9.6081 12.9558 14.4258
H 12.3415 19.1180 10.6681
H 13.8348 9.8138 13.9408
H 8.6653 13.8660 6.7556
H 14.3530 10.4994 9.8483
H 19.0943 13.4327 12.4387
C 7.8383 16.3677 13.1921
H 8.1557 13.2758 8.8122
H 10.3677 16.0054 9.7550
H 8.4652 15.5036 13.1915
N 13.9261 8.5125 10.1739
H 13.5410 16.0807 5.4739
H 19.9790 14.7558 10.6409
H 15.1739 7.2711 8.9355
H 10.1499 14.2207 15.5458
H 6.9064 16.0384 12.7337
H 13.2347 13.0254 12.5911
H 9.9610 12.6175 16.1451
C 9.7589 16.2416 8.8885
N 18.1855 13.7366 10.6974
C 16.9462 14.2134 10.3180
H 15.9174 17.3375 12.1912
N 7.0446 13.7999 15.9730
N 14.2186 14.7513 6.9086
O 15.8860 13.9723 10.8556
H 17.0154 14.8845 9.4216
H 18.9866 14.7549 9.0796
C 8.1427 13.5965 15.7550
C 12.8525 13.5771 11.7316
H 17.4630 12.7321 12.2945
C 8.4857 17.3645 12.3480
O 16.4553 14.3000 6.8932
H 14.4517 9.9243 15.6360
H 14.4943 16.3858 12.2413
C 14.9742 17.1816 11.6557
H 13.0055 12.9107 10.8633
H 12.1868 17.4761 11.3667
H 8.5954 14.3605 10.2198
C 13.9362 13.9359 8.0971
N 9.1843 15.0495 8.3272
O 13.7591 20.4683 12.2028
H 13.6705 7.6824 8.2535
H 19.9613 13.3488 9.5908
C 9.2604 14.7630 7.0123
H 13.1156 16.4834 7.0826
C 14.4687 8.0862 8.8918
H 12.3304 7.1897 10.4481
C 13.2094 7.5579 10.9800
H 12.9364 13.5531 7.8784
H 13.4163 14.4756 11.5240
C 13.9744 9.8178 10.6265
H 13.0581 17.6358 9.9047
N 9.0188 18.1624 11.7231
C 12.8523 18.1722 10.8194
N 14.1481 18.3181 11.4980
H 18.8818 11.9682 11.4269
O 9.8917 15.3019 6.1529
H 12.7703 9.3271 15.3019
H 12.8280 8.2042 11.7852
O 13.6103 10.1635 11.7340
C 12.9947 11.4062 15.1146
H 7.5926 16.8387 14.1378
C 13.2089 15.6351 6.4080
C 9.5443 13.3339 15.4322
H 15.3204 19.3651 12.7920
H 14.6162 13.0971 8.0732
N 10.3817 14.2920 12.1633
C 14.3921 19.4349 12.2024
H 15.2236 16.8133 10.6682
C 18.4260 12.8742 11.8125
H 9.0113 16.9998 9.0798
H 12.2281 15.1317 6.3113
H 7.2996 14.7564 9.1105
H 14.7932 8.9578 8.3519
H 14.0002 14.5690 8.9767
C 8.2853 14.2854 9.1885
C 13.5545 10.0163 14.9911
H 13.8625 6.7699 11.3309
N 12.5787 12.4572 15.1245
*
```



Entry 2:
ORCA calculation (wB97M-V/def2-TZVPD) on the molecule C12H12N2O6S3 in a non-equilibrium geometry.

Values from the calculation:
Frontier orbital gap = 0.3149 Eh
E_LUMO = -0.59 eV
Structure (SMILES) = COC(=O)c1sccc1S(=O)(=O)Nc1ccc(S(N)(=O)=O)cc1

Geometry as ORCA input:
```
! RIJCOSX wB97M-V def2-TZVPD def2/J DEFGRID3
* xyz 0 1
H -1.5802 -1.1654 -2.1758
O -1.1336 4.8031 1.2182
H -2.2621 -1.0544 1.3720
C 1.3239 -1.7108 -0.4137
H -0.8950 3.1832 -0.7587
H -0.2900 -2.9442 2.2138
O 0.5411 -1.1158 -2.5688
H -1.1953 1.1207 -2.1419
C 0.2332 -2.2513 0.2171
C -1.7236 -0.0954 -0.4604
C -1.3509 1.1024 -1.0741
H 0.6930 3.3130 3.4299
C -1.9415 -0.1309 0.9188
H 2.6107 0.2618 -3.6563
C -1.3694 2.1839 1.0526
S -1.0589 3.6288 2.0375
N -1.8762 -1.2518 -1.2115
C 1.7148 -2.1527 1.9719
H 2.1464 -2.2350 2.9498
O -1.0562 -3.5655 -1.6778
C 3.0022 -0.7424 -3.4824
N 0.5679 3.3795 2.4325
H 4.0823 -0.7571 -3.5988
C -1.1762 2.2424 -0.3134
O -2.1891 -3.1429 0.4596
C 0.4597 -2.5096 1.5797
C 1.4636 -1.3054 -1.8121
O 2.7452 -1.1454 -2.1431
C -1.7584 1.0125 1.6726
H 2.5277 -1.4332 -4.1816
S -1.3135 -2.6961 -0.5770
H -1.9254 1.0187 2.7375
S 2.6439 -1.5123 0.6851
H 1.1520 4.1025 2.0438
O -1.8119 3.5654 3.2551
*
```



Entry 3:
ORCA calculation (wB97M-V/def2-TZVPD) on C6H8Cl2N2 as an isolated structure in a non-equilibrium geometry.

Values from the calculation:
Relative energy (zero: lowest compared OMol25 entry of this formula, charge and spin) = 35.24 kcal/mol
Frontier orbital gap = 0.3578 Eh
E_LUMO = 0.77 eV

Geometry as ORCA input:
```
! RIJCOSX wB97M-V def2-TZVPD def2/J DEFGRID3
* xyz 0 1
Cl 1.6905 1.0045 -2.0479
C -1.7131 1.8262 -0.2412
H 1.6855 -1.6562 0.9433
N -0.5393 1.6652 -1.1316
C 0.0399 -2.1263 -0.3900
H -0.6248 -1.6533 -1.0872
H -0.4638 -2.3623 0.4769
N -1.6789 1.1620 1.0225
H 1.9811 -1.1985 -0.6829
Cl 2.2011 0.9510 1.3445
C 0.5527 1.1359 -0.8373
H -0.7565 0.0821 2.5024
H 0.4945 -2.9910 -0.8370
C -0.6942 0.5691 1.4567
C 1.2342 -1.1708 0.0855
H -2.6302 1.4859 -0.7434
C 0.8972 0.2885 0.3570
H -1.6758 2.9880 -0.1902
*
```



Entry 4:
ORCA calculation (wB97M-V/def2-TZVPD) on the molecule C6H9NO3 in a non-equilibrium geometry.

Values from the calculation:
Relative energy (zero: lowest compared OMol25 entry of this formula, charge and spin) = 38.44 kcal/mol
Frontier orbital gap = 0.3209 Eh
E_LUMO = 0.45 eV
Structure (SMILES) = O=C(O)C[C@H]1NC=C[C@@H]1O

Geometry as ORCA input:
```
! RIJCOSX wB97M-V def2-TZVPD def2/J DEFGRID3
* xyz 0 1
H -1.1660 -2.4703 -0.8383
H 0.7509 -0.8390 -1.7074
O 2.6210 -0.4218 -1.1723
H 1.7263 1.6754 0.5246
C 2.0913 -0.4392 0.2540
H -2.6220 1.3546 -0.6081
C 1.2186 0.7153 0.6975
O -2.3080 1.5609 0.2787
N 0.0466 -0.7064 -0.8047
O 2.5194 -1.3129 0.9676
H -2.7335 -1.2702 0.9166
H -0.1091 1.4179 -0.9036
C -0.0543 0.6108 -0.1600
C -1.3713 0.5683 0.6681
C -1.8647 -0.8352 0.4277
H 0.9754 0.5796 1.7584
H -1.1645 0.7782 1.7275
C -1.0959 -1.4373 -0.4969
H 2.5399 0.4715 -1.5293
*
```



Entry 5:
ORCA calculation (wB97M-V/def2-TZVPD) on the molecule C9H11PS in a non-equilibrium geometry.

Values from the calculation:
Relative energy (zero: lowest compared OMol25 entry of this formula, charge and spin) = 97.39 kcal/mol
Frontier orbital gap (spin up / spin down) = 0.2536 / 0.2536 Eh
E_LUMO (spin up / spin down) = -0.21 / -0.21 eV
Structure (SMILES) = CC1=CC2=PCC[C@H]3C[C@@]23S1

Geometry as ORCA input:
```
! RIJCOSX wB97M-V def2-TZVPD def2/J DEFGRID3
* xyz 0 1
H 3.7316 -1.7331 -1.0125
C -1.0786 1.3574 -0.5267
C -2.4427 0.7799 -0.5701
C 2.2722 -0.7461 0.0538
C 0.0620 0.6365 0.1198
H -3.8254 -0.7070 -0.0181
H -3.2188 1.5335 -0.1763
C -2.8083 -0.5755 0.1985
H 1.1712 -2.4802 0.4609
H 0.2353 2.9162 0.5697
S 1.7759 0.8750 -0.3691
H -2.7262 0.5474 -1.7306
P -1.4372 -1.9695 -0.1795
H -1.0774 1.8650 1.6579
C 1.1498 -1.4630 0.3100
C -0.4089 2.0563 0.7285
C -0.1194 -0.8708 0.1842
H -0.6395 1.8596 -1.4347
H 4.0369 -1.8831 0.8319
H 4.3906 -0.3114 -0.1808
C 3.7269 -1.2634 -0.1399
H -2.7700 -0.4238 1.2228
*
```



Entry 6:
ORCA calculation (wB97M-V/def2-TZVPD) on a 2-piece molecular cluster, C2ClF5 overall in a non-equilibrium geometry.

Values from the calculation:
Relative energy (zero: lowest compared OMol25 entry of this formula, charge and spin) = 93.32 kcal/mol
Frontier orbital gap (spin up / spin down) = 0.3117 / 0.3117 Eh
E_LUMO (spin up / spin down) = -2.70 / -2.70 eV

Geometry as ORCA input:
```
! RIJCOSX wB97M-V def2-TZVPD def2/J DEFGRID3
* xyz 0 1
C -0.0658 -0.0486 -0.8620
Cl -1.5380 -0.8522 -1.5893
F 1.3481 1.5018 1.1677
F -1.1815 0.1952 1.2755
F 1.0215 -0.6265 -1.3609
F -0.0728 1.2231 -1.2167
F 0.3780 -1.3071 1.1597
C -0.1662 -0.2664 0.6202
*
```



no.,electronic energy (hartree)
1,-1773.53085
2,-2219.98927
3,-1263.23504
4,-514.45161
5,-1088.91938
6,-1035.59668